# 1
The following is a DFT calculation (ωB97M-V/def2-TZVPD) of a molecular structure, C16H36AlCaCl7F4KN6Na2O8P at a distorted geometry.

```
83
Properties=species:S:1:pos:R:3
C -1.068 -2.088 -1.147
C -2.103 -0.999 -1.568
O -2.032 -0.026 -1.013
N -3.138 -1.144 -2.537
C -2.679 -1.810 -3.743
C -4.420 -1.725 -2.020
C -4.337 -3.223 -1.671
N -5.104 -3.997 -2.704
O -4.723 -1.109 -0.801
N -5.749 -0.034 -1.012
O -6.770 -0.486 -1.157
H -1.400 -2.732 -0.305
H -0.750 -2.744 -1.932
H -0.192 -1.567 -0.824
H -3.419 -2.554 -4.087
H -1.697 -2.229 -3.690
H -2.615 -1.022 -4.541
H -3.295 -3.619 -1.710
H -4.839 -3.368 -0.726
H -5.342 -3.385 -3.456
H -4.564 -4.769 -3.067
Na -2.734 -3.755 0.660
C 0.533 -1.027 2.530
Cl 2.265 -0.737 2.258
Cl -0.426 -0.260 1.325
Cl 0.214 -2.812 2.531
H 0.182 -0.637 3.568
F 1.980 -6.604 -1.947
Al 1.502 -5.292 -2.828
F -0.048 -4.778 -2.182
F 1.274 -5.661 -4.410
F 2.530 -4.001 -2.607
Na -4.561 -0.880 -4.864
O -1.521 -1.064 4.618
H -2.150 -0.395 4.914
K -1.798 -5.460 -2.900
Ca 1.255 -3.851 0.391
C -3.955 2.028 3.444
Cl -3.490 1.442 5.047
Cl -2.551 2.048 2.377
Cl -5.217 0.957 2.802
Cl -4.591 3.660 3.561
O 7.986 -0.196 2.675
P 7.348 0.677 1.637
N 8.788 1.292 0.899
C 8.962 2.596 0.289
C 9.623 0.276 0.254
N 6.658 1.823 2.720
C 6.769 3.265 2.573
C 6.686 1.491 4.140
N 6.274 1.262 0.371
C 4.845 1.072 0.723
C 6.445 0.564 -0.926
H 8.398 2.742 -0.647
H 10.013 2.755 0.052
H 8.707 3.406 0.965
H 9.156 -0.157 -0.643
H 9.825 -0.544 0.943
H 10.586 0.685 -0.040
H 7.753 3.632 2.888
H 6.021 3.763 3.195
H 6.560 3.592 1.556
H 7.680 1.644 4.573
H 6.387 0.464 4.313
H 5.977 2.117 4.685
H 4.614 0.011 0.888
H 4.204 1.448 -0.076
H 4.566 1.617 1.618
H 6.406 -0.524 -0.818
H 7.385 0.829 -1.404
H 5.666 0.869 -1.622
C -8.366 1.992 0.304
O -8.776 3.282 -0.139
C -9.890 3.275 -0.864
O -10.528 2.305 -1.153
O -10.165 4.520 -1.207
C -11.350 4.668 -1.996
H -7.456 2.124 0.883
H -9.124 1.546 0.944
H -8.156 1.344 -0.539
H -12.222 4.326 -1.447
H -11.256 4.129 -2.935
H -11.458 5.726 -2.207
```

Orbital gap (eV): 2.57
LUMO (eV): -8.663
Net charge: +2


# 2
The following is a DFT calculation (ωB97M-V/def2-TZVPD) of a molecular structure, C16H36As2N2O13P2RuSSi2 at a distorted geometry.

```
75
Properties=species:S:1:pos:R:3
Ru 0.062 -0.690 0.437
O 2.644 -1.999 3.691
P 2.045 -2.012 2.202
O 2.636 -3.158 1.435
O 2.122 -0.623 1.643
O 0.465 -2.284 2.486
P -0.493 -3.447 1.743
O 0.531 -4.632 1.488
O -1.534 -3.832 2.700
O -0.844 -2.735 0.427
H 2.694 -2.900 4.031
H 1.457 -4.273 1.373
O -1.172 2.874 -1.407
As -1.977 1.363 -1.752
O -3.584 1.620 -1.871
O -1.497 0.140 -0.704
C -1.397 0.906 -3.570
C -2.441 0.367 -4.316
C -2.262 -0.020 -5.635
C -1.025 0.138 -6.245
C 0.031 0.676 -5.526
C -0.156 1.052 -4.194
S 1.249 1.752 -3.368
O 1.407 3.112 -3.769
O 2.436 0.955 -3.957
O 1.137 1.446 -1.968
H -0.248 2.672 -1.185
H -3.404 0.275 -3.829
H -3.091 -0.439 -6.192
H -0.885 -0.141 -7.283
H 0.993 0.830 -5.995
N 2.289 -1.679 -3.662
C 0.924 -2.218 -3.550
C 0.281 -1.695 -2.277
N 1.104 -1.928 -1.069
C 2.545 -1.610 -1.243
C 3.098 -2.178 -2.537
H 2.344 -0.041 -3.738
H 2.699 -1.960 -4.545
H 0.949 -3.315 -3.526
H 0.339 -1.902 -4.414
H -0.685 -2.167 -2.111
H 0.110 -0.630 -2.375
H 0.968 -2.876 -0.732
H 3.079 -2.014 -0.392
H 2.662 -0.526 -1.229
H 3.067 -3.274 -2.501
H 4.132 -1.860 -2.671
C 1.357 4.344 0.394
Si 0.332 3.732 1.820
C -1.187 4.785 1.861
C 1.317 3.982 3.365
As 0.135 1.410 1.649
Si -1.173 0.682 3.507
C -0.113 0.060 4.910
C -2.056 2.182 4.203
C -2.531 -0.455 2.932
H 1.606 5.402 0.527
H 0.814 4.248 -0.539
H 2.287 3.775 0.297
H -0.875 5.834 1.813
H -1.786 4.637 2.763
H -1.819 4.567 0.994
H 1.731 4.995 3.387
H 2.136 3.260 3.411
H 0.700 3.831 4.258
H -0.082 0.813 5.701
H 0.907 -0.159 4.589
H -0.527 -0.869 5.323
H -1.359 2.941 4.576
H -2.668 1.833 5.044
H -2.716 2.652 3.466
H -2.647 -0.422 1.850
H -3.483 -0.155 3.384
H -2.342 -1.503 3.214
```

Orbital gap (alpha / beta) (eV): 5.71 / 5.61
Energy above the lowest of the compared OMol25 structures with the same formula, charge and spin (eV): 0.000
Spin multiplicity: 2
LUMO (alpha / beta) (eV): 1.428 / 1.515
Net charge: -1


# 3
The following is a DFT calculation (ωB97M-V/def2-TZVPD) of a molecular structure, C16H36As3CsF18P at a distorted geometry.

```
75
Properties=species:S:1:pos:R:3
Cs 26.212 20.389 -11.017
C 29.452 19.635 -12.526
C 28.719 18.234 -12.680
C 29.474 17.154 -11.887
C 29.397 17.403 -10.356
P 30.297 16.160 -9.422
C 29.967 16.348 -7.643
C 30.356 17.694 -7.021
C 29.992 17.753 -5.541
C 30.738 16.766 -4.607
C 29.530 14.515 -9.951
C 30.070 13.298 -9.199
C 29.141 12.997 -8.031
C 29.707 12.033 -7.004
C 32.018 16.219 -10.005
C 32.642 17.641 -10.028
C 34.174 17.522 -10.099
C 34.647 17.139 -11.536
H 29.586 20.002 -11.509
H 28.917 20.365 -13.134
H 30.433 19.585 -13.000
H 28.802 17.740 -13.648
H 27.680 18.249 -12.352
H 30.520 17.112 -12.194
H 29.021 16.223 -12.226
H 28.337 17.357 -10.103
H 29.796 18.389 -10.118
H 30.550 15.527 -7.221
H 28.901 16.133 -7.568
H 29.772 18.491 -7.482
H 31.408 17.945 -7.162
H 28.904 17.666 -5.537
H 30.163 18.787 -5.241
H 30.809 15.761 -5.027
H 30.217 16.622 -3.660
H 31.780 17.028 -4.427
H 29.784 14.304 -10.990
H 28.463 14.734 -9.920
H 31.097 13.468 -8.875
H 30.133 12.354 -9.741
H 28.191 12.574 -8.362
H 28.692 13.857 -7.531
H 28.945 11.699 -6.300
H 30.545 12.475 -6.464
H 30.078 11.138 -7.505
H 32.145 15.770 -10.991
H 32.457 15.500 -9.312
H 32.292 18.073 -9.090
H 32.231 18.220 -10.855
H 34.616 16.793 -9.419
H 34.718 18.445 -9.898
H 35.689 17.368 -11.758
H 34.085 17.780 -12.218
H 34.390 16.135 -11.875
As 23.667 23.756 -9.650
F 23.194 25.470 -9.583
F 22.710 23.398 -8.135
F 24.181 22.025 -9.747
F 24.526 24.052 -11.211
F 25.102 24.240 -8.791
F 22.220 23.280 -10.624
As 28.612 21.679 -7.708
F 27.420 20.414 -7.584
F 29.760 20.671 -8.614
F 29.718 23.102 -7.839
F 27.482 22.746 -6.792
F 29.394 21.033 -6.223
F 27.872 22.163 -9.310
As 25.361 16.172 -9.562
F 26.133 16.002 -11.122
F 25.628 17.939 -9.610
F 24.541 16.178 -7.970
F 25.070 14.362 -9.474
F 27.017 16.015 -8.876
F 23.812 16.306 -10.460
```

Orbital gap (eV): 10.39
Energy above the lowest of the compared OMol25 structures with the same formula, charge and spin (eV): 0.892
LUMO (eV): 1.214
Net charge: -1


E_tot per entry: -200487.966; -216211.622; -258458.028 eV